Entry 1:
{
  "formula": "C45H50BrIN3O3P2TeTi",
  "method": "ωB97M-V/def2-TZVPD",
  "charge": 0,
  "homo_lumo_gap_ha": [0.2714, 0.2719],
  "e_homo_ev": [-7.01, -7.02],
  "e_tot_ev": -185223.5057,
  "de_lowest_ev": 0.000,
  "multiplicity": 2,
  "symbols": ["Ti", "C", "P", "C", "C", "C", "C", "C", "C", "C", "P", "C", "C", "H", "H", "H", "H", "H", "H", "H", "H", "H", "H", "H", "H", "H", "H", "H", "H", "I", "C", "C", "N", "N", "C", "H", "H", "H", "Br", "C", "C", "C", "C", "C", "C", "C", "O", "O", "H", "H", "H", "H", "C", "C", "C", "C", "C", "C", "Te", "N", "C", "O", "C", "C", "C", "C", "C", "C", "C", "C", "C", "C", "C", "C", "C", "C", "C", "C", "C", "C", "H", "H", "H", "H", "H", "H", "H", "H", "H", "H", "H", "H", "H", "H", "H", "H", "H", "H", "H", "H", "H", "H", "H", "H", "H", "H", "H"],
  "positions_angstrom": [[0.45402, 1.91863, 1.20502], [1.86448, -1.27806, 2.55836], [1.02212, 0.25885, 3.04868], [-0.42979, -0.32707, 3.98314], [2.05995, 0.98912, 4.36636], [2.81904, 0.21412, 5.23899], [3.56785, 0.80615, 6.24350], [3.55836, 2.18598, 6.39146], [2.80472, 2.96563, 5.52889], [2.05774, 2.38166, 4.50868], [1.05500, 3.38209, 3.34652], [2.09072, 4.84849, 3.02585], [-0.26880, 4.03977, 4.41489], [2.84892, -1.03399, 2.15612], [1.27552, -1.72654, 1.75516], [1.97018, -1.99674, 3.37165], [-1.10408, -0.84452, 3.30101], [-0.95651, 0.53881, 4.38540], [-0.14085, -0.99159, 4.79873], [2.83406, -0.86414, 5.13482], [4.15937, 0.19193, 6.91004], [4.14110, 2.65344, 7.17459], [2.80779, 4.04223, 5.65104], [2.36581, 5.38908, 3.93185], [1.53222, 5.52142, 2.37261], [2.98618, 4.52362, 2.49789], [0.12585, 4.50465, 5.31919], [-0.94824, 3.23076, 4.68111], [-0.84159, 4.77528, 3.84799], [0.41645, 6.77299, -2.93620], [-0.01212, 5.45493, -1.41764], [-1.13192, 5.44796, -0.61001], [-0.98508, 4.42730, 0.24297], [0.15601, 3.75974, 0.02228], [0.76432, 4.37343, -0.98207], [-1.99784, 6.08685, -0.59438], [-1.59841, 4.01116, 0.95308], [1.71087, 4.01564, -1.35227], [8.05396, 2.04812, 0.83528], [6.52869, 1.35971, -0.05566], [6.70033, 0.52007, -1.14521], [5.58188, 0.01562, -1.79499], [4.31015, 0.35011, -1.35839], [4.15714, 1.19487, -0.26602], [5.26812, 1.70525, 0.39465], [2.78596, 1.53922, 0.21620], [2.64327, 2.27223, 1.24406], [1.77545, 1.08895, -0.37348], [7.69639, 0.26372, -1.47860], [5.70983, -0.64399, -2.64314], [3.42590, -0.03739, -1.84492], [5.13183, 2.35566, 1.24715], [1.41009, -5.50945, -6.37226], [1.07172, -4.60269, -5.22004], [0.52831, -5.09854, -4.04698], [0.20203, -4.27029, -2.97303], [-0.36447, -4.90309, -1.73162], [0.41259, -2.89057, -3.08787], [-0.11486, -1.52110, -1.53719], [-0.89324, 0.64777, 0.66198], [-1.81323, 1.46512, 1.06439], [-1.49742, 2.41302, 1.95003], [-3.21010, 1.49626, 0.53193], [-3.49441, 0.92256, -0.70214], [-4.78935, 0.94154, -1.19606], [-5.80803, 1.52471, -0.45310], [-5.52763, 2.10060, 0.77908], [-4.22924, 2.09346, 1.26766], [-2.12373, -2.17587, -1.34857], [-2.60367, -2.58249, -0.09939], [-1.72340, -2.63047, 1.12078], [-3.94050, -2.95312, 0.02533], [-4.80751, -2.94430, -1.05547], [-6.25385, -3.32754, -0.90222], [-4.30729, -2.54760, -2.28848], [-2.98631, -2.14759, -2.45529], [-2.54572, -1.68233, -3.81647], [0.97481, -2.37263, -4.26560], [1.21878, -0.89697, -4.44988], [1.29882, -3.23415, -5.30507], [1.21154, -6.55171, -6.12479], [2.46290, -5.42128, -6.64649], [0.82133, -5.25541, -7.25581], [0.35765, -6.16616, -3.95249], [-0.19711, -5.98012, -1.74268], [-1.43752, -4.72536, -1.64240], [0.10376, -4.48451, -0.83846], [-2.68559, 0.47348, -1.26179], [-5.00439, 0.49502, -2.15805], [-6.82113, 1.53344, -0.83592], [-6.32245, 2.55307, 1.35889], [-3.99256, 2.53666, 2.22679], [-1.28869, -1.64622, 1.30382], [-0.90118, -3.33717, 0.98192], [-2.29948, -2.93758, 1.99449], [-4.31087, -3.25447, 0.99978], [-6.47212, -3.64266, 0.11763], [-6.51838, -4.14574, -1.57430], [-6.90565, -2.48423, -1.14018], [-4.97089, -2.52699, -3.14791], [-3.40414, -1.57575, -4.47945], [-1.84426, -2.38117, -4.27650], [-2.03255, -0.71975, -3.74871], [1.79779, -0.46761, -3.63114], [0.27609, -0.34505, -4.48248], [1.75804, -0.71429, -5.37942], [1.73438, -2.82392, -6.21103]]
}



Entry 2:
{
  "formula": "C19H17N3O3",
  "method": "ωB97M-V/def2-TZVPD",
  "charge": 0,
  "homo_lumo_gap_ha": 0.2906,
  "e_homo_ev": -8.14,
  "e_tot_ev": -30590.3075,
  "de_lowest_ev": 2.756,
  "multiplicity": 1,
  "smiles": "COc1ccccc1OCC(=O)N/N=C/c1cccc2cccnc12",
  "symbols": ["C", "H", "O", "C", "C", "C", "C", "C", "C", "O", "C", "C", "O", "N", "N", "C", "C", "C", "C", "C", "C", "C", "C", "C", "N", "C", "H", "H", "H", "H", "H", "H", "H", "H", "H", "H", "H", "H", "H", "H", "H", "H"],
  "positions_angstrom": [[-1.04889, 1.03191, -3.21219], [-0.61136, 1.47104, -4.11243], [-0.71906, -0.33317, -3.09329], [0.61697, -0.69283, -3.05074], [1.64385, 0.23961, -3.00319], [2.96988, -0.15466, -2.96444], [3.28787, -1.49856, -2.96704], [2.27410, -2.43550, -2.99554], [0.93314, -2.06351, -3.03347], [0.06343, -3.11312, -3.14608], [-1.23314, -3.10091, -2.57921], [-1.17603, -3.05975, -1.04211], [-1.19983, -4.04403, -0.34852], [-1.07251, -1.78123, -0.57665], [-0.92769, -1.48391, 0.72360], [-0.81513, -0.25785, 1.04797], [-0.65598, 0.15181, 2.42191], [-0.63157, -0.76576, 3.45432], [-0.47923, -0.35652, 4.78125], [-0.34963, 0.97200, 5.09053], [-0.36765, 1.94469, 4.07181], [-0.23794, 3.32600, 4.32797], [-0.26485, 4.20887, 3.28341], [-0.42256, 3.69917, 1.98344], [-0.54561, 2.43092, 1.70701], [-0.52231, 1.53937, 2.71717], [-0.44849, 4.37052, 1.13357], [-0.16871, 5.27229, 3.43889], [-0.11902, 3.66495, 5.34803], [-0.23170, 1.29531, 6.11510], [-0.46452, -1.09911, 5.56512], [-0.73380, -1.81106, 3.20913], [-0.83327, 0.54654, 0.30506], [-1.10273, -1.01430, -1.25454], [-1.66134, -4.06077, -2.87787], [-1.84407, -2.28194, -2.97193], [2.49023, -3.49185, -2.99534], [4.31726, -1.81933, -2.93906], [3.74481, 0.59539, -2.93381], [1.41543, 1.29317, -3.00558], [-0.73314, 1.60415, -2.33349], [-2.13525, 1.06198, -3.28879]]
}



Entry 3:
{
  "formula": "C9H12N2",
  "method": "ωB97M-V/def2-TZVPD",
  "charge": 0,
  "homo_lumo_gap_ha": 0.3103,
  "e_homo_ev": -7.56,
  "e_tot_ev": -12504.4832,
  "de_lowest_ev": 4.251,
  "multiplicity": 1,
  "smiles": "C[C@@]12CCc3nc[nH]c3[C@@H]1C2",
  "symbols": ["C", "C", "C", "C", "C", "C", "C", "C", "C", "N", "N", "H", "H", "H", "H", "H", "H", "H", "H", "H", "H", "H", "H"],
  "positions_angstrom": [[-0.71825, -0.24168, 1.69248], [0.38873, 0.31683, -0.97076], [0.23053, 3.13784, 1.21816], [-0.57023, 1.17989, 1.19640], [0.13265, 1.31864, 0.02692], [-0.76815, -0.42683, -1.65016], [0.03588, -1.22058, -0.68758], [-0.82438, -1.37739, 0.58300], [1.05505, -2.24985, -0.99743], [-0.58101, 2.39874, 1.86143], [0.80103, 2.53789, 0.09073], [0.26984, -0.72627, 1.99112], [1.30280, 0.25834, -1.63427], [0.39453, 4.19700, 1.31904], [-1.79983, -0.34558, -1.20781], [-0.68872, -0.56158, -2.74247], [-1.80786, -1.53454, 0.57138], [-1.42735, -0.16053, 2.36390], [-0.35938, -2.29994, 0.83224], [0.48055, -3.05400, -1.27953], [1.69453, -2.37453, -0.07890], [1.55663, -1.84385, -1.89664], [1.20243, 3.07199, -0.60122]]
}



Entry 4:
{
  "formula": "C36H37NOOsP2",
  "method": "ωB97M-V/def2-TZVPD",
  "charge": 2,
  "homo_lumo_gap_ha": [0.2067, 0.1548],
  "e_homo_ev": [-12.57, -13.85],
  "e_tot_ev": -62486.8044,
  "de_lowest_ev": 7.692,
  "multiplicity": 5,
  "symbols": ["Os", "C", "C", "C", "C", "C", "C", "C", "C", "C", "H", "H", "H", "H", "H", "H", "H", "H", "H", "H", "H", "H", "H", "H", "H", "P", "P", "C", "C", "C", "C", "C", "C", "C", "C", "C", "C", "C", "C", "C", "C", "C", "C", "C", "C", "C", "C", "C", "C", "C", "C", "C", "C", "H", "H", "H", "H", "H", "H", "H", "H", "H", "H", "H", "H", "H", "H", "H", "H", "H", "H", "H", "H", "H", "H", "O", "C", "N"],
  "positions_angstrom": [[0.00816, -0.46443, -1.00598], [-1.22500, 0.20810, -3.17731], [-1.57105, 0.77652, -1.90841], [-2.98864, 0.34649, -1.37645], [-3.02633, -1.15508, -1.01129], [-1.65907, -1.73817, -0.68002], [-0.67073, -2.20363, -1.60819], [-0.86315, -2.35144, -3.09129], [-1.62293, -1.10370, -3.73788], [1.30421, -0.12640, 2.00776], [-0.93796, 0.92522, -4.03297], [-1.58059, 1.93599, -1.90178], [-3.85270, 0.48508, -2.04277], [-3.21776, 0.97754, -0.50758], [-3.55592, -1.24295, -0.04975], [-3.64768, -1.73925, -1.74094], [-1.78686, -2.38399, 0.24008], [-0.29402, -3.19739, -1.26159], [-1.42172, -3.24707, -3.43588], [0.11853, -2.37653, -3.60243], [-1.37704, -1.04827, -4.83227], [-2.72339, -1.29744, -3.79338], [1.92130, -0.77629, 1.41917], [1.54558, -0.19661, 3.06860], [1.18473, 0.92717, 1.75588], [0.20622, 1.74579, -0.68487], [-0.31207, -1.02193, 2.09405], [-1.15913, 1.45627, 0.78253], [-1.36508, 0.34773, 1.54964], [0.76410, 3.33668, -0.07379], [-0.21791, 4.36548, -0.05115], [0.09622, 5.69643, 0.18864], [1.43588, 5.92730, 0.54995], [2.39352, 4.90150, 0.74238], [2.06456, 3.57710, 0.43945], [1.02478, 2.04745, -2.69575], [1.46705, 0.90627, -3.37530], [2.42090, 0.93357, -4.40089], [2.67497, 2.19813, -4.92171], [2.14094, 3.34061, -4.27551], [1.38334, 3.33291, -3.08351], [-0.62860, -1.12064, 3.83822], [-0.64191, 0.11646, 4.49362], [-0.70753, 0.13682, 5.86860], [-0.70261, -1.09077, 6.55675], [-0.62745, -2.33648, 5.88885], [-0.55688, -2.35797, 4.49089], [-0.00108, -2.95298, 1.63454], [1.20424, -3.54879, 1.20614], [1.22192, -4.84271, 0.65959], [0.07186, -5.57733, 0.49093], [-1.07244, -5.02842, 1.02889], [-1.12325, -3.81446, 1.70756], [-1.69932, 2.36837, 1.01128], [-2.19857, 0.27197, 2.24445], [-1.23907, 4.09961, -0.28881], [-0.68359, 6.47785, 0.04469], [1.72827, 6.95792, 0.70251], [3.39558, 5.13680, 1.13283], [2.79998, 2.77699, 0.61037], [1.08821, -0.09257, -3.17495], [2.92733, 0.03153, -4.76426], [3.37051, 2.29883, -5.75680], [2.28641, 4.30750, -4.72401], [1.10304, 4.23319, -2.50419], [-0.52893, 1.04531, 3.93569], [-0.73998, 1.09232, 6.38857], [-0.78075, -1.06560, 7.65083], [-0.59870, -3.27339, 6.47258], [-0.37306, -3.29420, 3.93367], [2.17140, -3.06088, 1.29936], [2.20068, -5.25040, 0.46789], [0.12740, -6.58486, 0.09086], [-1.97687, -5.58588, 0.96656], [-2.04968, -3.44101, 2.18211], [4.35105, 0.63188, -0.44613], [3.38975, 0.00149, -0.79606], [2.41439, -0.69024, -1.02114]]
}



- Which formula does entry 4 have?
  C36H37NOOsP2